This record from OMol25 describes C6H13EuO3 as an isolated structure in a non-equilibrium geometry. The level of theory is wB97M-V/def2-TZVPD.

The molar mass is 285.131 g/mol. The total charge is +2. For the total energy, the calculation gives -1171.740446 Ha. The HOMO-LUMO gap (alpha / beta) is 8.4 / 7.7 eV. For the HOMO energy (alpha / beta), the calculation gives -0.6168 / -0.6185 Ha. The spin multiplicity is 9. The value obtained for the LUMO energy (alpha / beta) is -8.36 / -9.13 eV.

XYZ file:
```
23
Properties=species:S:1:pos:R:3:forces:R:3:mulliken_spin:R:1
C -1.7068 -0.2138 -2.9102 0.126 1.520 -1.352 0.578
O -0.3806 -0.2017 -3.0724 -0.390 -0.708 -0.088 0.219
C 0.3998 0.7112 -2.2918 0.377 0.599 0.365 -0.013
C 1.0017 -0.0030 -1.1055 0.740 0.121 -0.292 0.013
O -0.0482 -0.5400 -0.2825 -0.705 0.390 0.457 0.015
Eu -1.8954 -1.7181 -1.0920 -0.444 -1.463 1.456 7.147
H -2.1791 0.7066 -2.5398 -0.008 -0.133 -0.199 0.022
H -2.2206 -0.8393 -3.6457 0.014 0.213 -0.107 0.030
H -0.2210 1.5599 -1.9758 0.097 -0.153 -0.099 -0.007
H 1.2082 1.0675 -2.9395 -0.214 -0.067 0.090 0.005
H 1.5724 0.7252 -0.5187 -0.045 -0.240 -0.113 -0.007
H 1.6333 -0.8423 -1.4232 0.032 0.281 0.054 0.005
C 0.1682 -0.5166 1.1380 1.798 0.613 2.788 -0.009
C -1.1154 -0.6467 1.8973 -1.630 1.123 -2.122 0.013
O 0.6851 0.7374 1.5462 -0.837 -0.412 -1.885 0.000
C 1.4879 0.7869 2.7126 0.868 -0.459 0.552 0.000
H 0.8365 -1.3567 1.3890 0.318 0.365 -0.204 -0.004
H -1.6724 0.2447 1.4445 -0.117 -1.223 0.711 -0.001
H -1.5805 -1.6225 1.6765 -0.335 0.112 0.439 -0.005
H 2.5302 0.8070 2.3795 -0.026 0.006 0.365 0.000
H 1.2702 1.6915 3.3003 -0.122 -0.350 -0.451 0.000
H 1.3249 -0.1015 3.3425 0.061 0.304 -0.082 0.000
H -1.0985 -0.4357 2.9708 0.441 -0.439 -0.283 0.001
```
Positions in Å, forces in eV/Å.